Below is a structure of composition C41H45ClO2P3PtS2, with properties calculated with ωB97M-V/def2-TZVPD.

Element x y z (Å)
1 Pt 0.49 0.16 0.84
2 S -3.31 -0.70 0.86
3 P -2.25 -1.19 -0.73
4 C -0.63 -0.61 -0.79
5 P 0.24 0.13 -2.04
6 S 1.72 1.03 -0.97
7 C -0.55 1.46 -3.02
8 C -0.02 1.92 -4.22
9 C -0.59 3.01 -4.86
10 C -1.68 3.66 -4.29
11 C -2.18 3.23 -3.08
12 C -1.62 2.14 -2.44
13 C 0.96 -1.00 -3.29
14 C 0.43 -1.21 -4.56
15 C 0.94 -2.21 -5.38
16 C 1.98 -3.01 -4.93
17 C 2.51 -2.82 -3.66
18 C 2.00 -1.82 -2.85
19 C -2.29 -3.01 -0.99
20 C -3.38 -3.77 -0.59
21 C -3.42 -5.13 -0.85
22 C -2.37 -5.75 -1.51
23 C -1.26 -5.00 -1.90
24 C -1.22 -3.63 -1.64
25 C -3.13 -0.69 -2.27
26 C -2.72 -1.15 -3.51
27 C -3.35 -0.72 -4.67
28 C -4.41 0.17 -4.60
29 C -4.85 0.61 -3.36
30 C -4.22 0.18 -2.20
31 H 0.84 1.43 -4.66
32 H -0.18 3.36 -5.80
33 H -2.12 4.51 -4.80
34 H -3.02 3.74 -2.62
35 H -1.99 1.80 -1.48
36 H -0.39 -0.60 -4.91
37 H 0.52 -2.36 -6.36
38 H 2.37 -3.80 -5.57
39 H 3.31 -3.45 -3.31
40 H 2.40 -1.67 -1.85
41 H -4.19 -3.28 -0.06
42 H -4.27 -5.72 -0.53
43 H -2.39 -6.81 -1.70
44 H -0.43 -5.47 -2.40
45 H -0.35 -3.05 -1.90
46 H -1.91 -1.87 -3.58
47 H -3.01 -1.08 -5.63
48 H -4.90 0.51 -5.50
49 H -5.69 1.29 -3.29
50 H -4.54 0.52 -1.22
51 Cl -0.57 -4.82 2.12
52 C -0.49 -3.09 1.71
53 C -0.24 -2.17 2.89
54 O -0.25 -2.56 4.04
55 O -0.01 -0.94 2.56
56 H -1.45 -2.81 1.28
57 H 0.29 -2.96 0.95
58 C 2.57 3.62 1.24
59 C 2.95 2.50 2.20
60 C 3.99 1.59 1.54
61 C 3.62 3.11 3.44
62 P 1.46 1.41 2.58
63 C 2.13 0.37 3.92
64 C 2.11 0.68 5.28
65 C 2.66 -0.18 6.21
66 C 3.26 -1.36 5.81
67 C 3.30 -1.68 4.46
68 C 2.73 -0.83 3.53
69 C 0.05 2.48 3.26
70 C -0.94 1.55 3.99
71 C 0.43 3.64 4.18
72 C -0.71 3.07 2.06
73 H 3.48 4.12 0.89
74 H 1.94 4.37 1.72
75 H 2.04 3.25 0.36
76 H 4.83 2.20 1.19
77 H 3.59 1.04 0.68
78 H 4.39 0.86 2.25
79 H 4.51 3.65 3.11
80 H 3.95 2.34 4.14
81 H 2.99 3.81 3.97
82 H 1.64 1.59 5.62
83 H 2.62 0.07 7.27
84 H 3.68 -2.04 6.54
85 H 3.74 -2.62 4.13
86 H 2.72 -1.10 2.48
87 H -0.49 1.05 4.85
88 H -1.33 0.78 3.33
89 H -1.77 2.17 4.34
90 H 0.99 3.34 5.06
91 H -0.50 4.10 4.53
92 H 0.99 4.41 3.66
93 H -0.99 2.30 1.34
94 H -0.13 3.84 1.53
95 H -1.62 3.54 2.43

Results
LUMO = 2.39 eV
net charge = -1



Below is a cluster of 7 separate species, C41H46BNO7S in total, with properties calculated with ωB97M-V/def2-TZVPD.

Element x y z (Å)
1 O 3.41 5.69 3.78
2 N 2.95 4.92 3.02
3 O 1.88 4.21 3.58
4 C 0.87 3.90 2.61
5 C 0.54 5.05 1.67
6 C -0.54 4.53 0.71
7 C -1.77 5.37 0.68
8 O -2.31 5.39 2.02
9 S -1.56 6.54 2.84
10 O -2.04 7.78 2.34
11 O -1.76 6.29 4.22
12 C 0.19 6.32 2.46
13 B 0.85 7.65 1.86
14 O 0.54 8.85 2.34
15 O 1.79 7.59 0.84
16 H -0.02 3.69 3.18
17 H 1.12 3.00 2.06
18 H 1.42 5.20 1.06
19 H -0.14 4.42 -0.29
20 H -0.84 3.54 1.03
21 H -2.50 4.86 0.06
22 H -1.64 6.37 0.27
23 H 0.64 6.22 3.45
24 H 0.88 9.51 1.72
25 H 2.53 7.05 1.16
26 C 5.37 -0.09 1.47
27 C 4.86 -0.19 0.18
28 C 3.86 0.68 -0.23
29 C 3.37 1.64 0.64
30 C 3.88 1.74 1.93
31 C 4.88 0.87 2.34
32 H 6.15 -0.76 1.79
33 H 5.24 -0.94 -0.49
34 H 3.46 0.61 -1.24
35 H 2.59 2.32 0.31
36 H 3.49 2.48 2.61
37 H 5.27 0.94 3.35
38 C -6.06 3.56 -1.75
39 C -6.65 4.35 -2.73
40 C -6.61 5.74 -2.62
41 C -5.99 6.33 -1.53
42 C -5.41 5.54 -0.55
43 C -5.45 4.15 -0.66
44 H -6.09 2.48 -1.84
45 H -7.14 3.89 -3.58
46 H -7.07 6.35 -3.38
47 H -5.96 7.41 -1.44
48 H -4.94 6.00 0.31
49 H -5.00 3.54 0.10
50 C 5.04 -4.26 2.02
51 C 4.04 -3.53 1.39
52 C 3.42 -4.04 0.26
53 C 3.81 -5.27 -0.26
54 C 4.82 -5.99 0.36
55 C 5.44 -5.49 1.50
56 H 5.52 -3.87 2.91
57 H 3.74 -2.57 1.79
58 H 2.63 -3.47 -0.23
59 H 3.32 -5.66 -1.14
60 H 5.12 -6.95 -0.04
61 H 6.22 -6.05 1.98
62 C -9.29 5.79 -5.47
63 C -9.70 6.58 -6.54
64 C -10.76 7.45 -6.38
65 C -11.42 7.54 -5.17
66 C -11.02 6.74 -4.10
67 C -9.95 5.87 -4.26
68 H -8.45 5.11 -5.59
69 H -9.18 6.51 -7.49
70 H -11.08 8.07 -7.21
71 H -12.25 8.22 -5.04
72 H -11.54 6.80 -3.15
73 H -9.63 5.25 -3.43
74 C 1.45 -9.68 1.01
75 C 1.24 -10.13 2.31
76 C 1.48 -9.28 3.38
77 C 1.93 -7.99 3.16
78 C 2.15 -7.54 1.86
79 C 1.90 -8.39 0.79
80 H 1.26 -10.34 0.17
81 H 0.89 -11.14 2.48
82 H 1.32 -9.63 4.39
83 H 2.12 -7.33 3.99
84 H 2.50 -6.54 1.68
85 H 2.07 -8.04 -0.22
86 C 4.41 -11.61 -1.16
87 C 5.39 -11.70 -2.14
88 C 6.50 -10.88 -2.10
89 C 6.64 -9.95 -1.07
90 C 5.65 -9.85 -0.10
91 C 4.54 -10.68 -0.14
92 H 3.55 -12.26 -1.20
93 H 5.29 -12.43 -2.94
94 H 7.27 -10.95 -2.86
95 H 7.51 -9.30 -1.03
96 H 5.75 -9.12 0.70
97 H 3.78 -10.60 0.62

Results
LUMO = -0.55 eV
structure (SMILES) = O=NOC[C@H]1CCOS(=O)(=O)[C@@H]1B(O)O.c1ccccc1.c1ccccc1.c1ccccc1.c1ccccc1.c1ccccc1.c1ccccc1
net charge = 0



Below is a cluster of 12 separate species, C41H46F11NO38S in total, with properties calculated with ωB97M-V/def2-TZVPD.

Element x y z (Å)
1 C 3.31 -0.50 4.49
2 C 2.40 -0.76 3.29
3 O 1.31 0.15 3.37
4 C 0.27 -0.18 2.47
5 C -1.02 -0.36 3.22
6 C -1.42 0.83 4.05
7 C -2.53 0.56 5.07
8 C -3.50 -0.46 4.45
9 N -4.00 0.12 3.20
10 C -4.73 -0.56 2.50
11 O -5.18 -1.24 1.66
12 S -2.54 -1.99 4.31
13 O -3.11 -2.95 3.41
14 O -2.48 -2.51 5.63
15 O -1.04 -1.61 3.96
16 H 3.46 -1.41 5.06
17 H 2.83 0.21 5.15
18 H 4.26 -0.10 4.19
19 H 2.96 -0.57 2.37
20 H 2.05 -1.79 3.28
21 H 0.49 -1.08 1.90
22 H 0.11 0.64 1.78
23 H -1.76 -0.47 2.42
24 H -1.78 1.58 3.35
25 H -0.55 1.25 4.54
26 H -3.08 1.46 5.29
27 H -2.17 0.09 5.97
28 H -4.27 -0.65 5.17
29 O 0.22 2.67 1.11
30 C -0.59 3.53 1.22
31 O -0.95 4.36 0.21
32 C -2.04 5.16 0.67
33 C -1.86 5.10 2.17
34 F -3.04 5.15 2.82
35 O -1.28 3.81 2.35
36 H -2.98 4.71 0.36
37 H -1.98 6.17 0.28
38 H -1.19 5.85 2.58
39 O 2.02 9.13 -2.40
40 C 2.55 8.09 -2.23
41 O 2.06 7.10 -1.45
42 C 2.90 5.95 -1.62
43 C 4.19 6.58 -2.09
44 F 4.86 5.76 -2.94
45 O 3.74 7.72 -2.80
46 H 2.47 5.29 -2.37
47 H 3.01 5.40 -0.69
48 H 4.85 6.90 -1.29
49 O 4.12 8.30 0.76
50 C 5.25 8.60 0.88
51 O 6.26 8.02 0.19
52 C 7.47 8.73 0.50
53 C 7.13 9.36 1.83
54 F 7.74 10.56 1.99
55 O 5.72 9.56 1.72
56 H 7.65 9.48 -0.27
57 H 8.31 8.06 0.54
58 H 7.33 8.74 2.70
59 O -4.41 -2.63 -4.22
60 C -4.03 -2.53 -3.10
61 O -4.81 -2.62 -2.01
62 C -3.96 -2.59 -0.85
63 C -2.73 -1.90 -1.40
64 F -1.60 -2.34 -0.80
65 O -2.72 -2.31 -2.76
66 H -3.75 -3.61 -0.53
67 H -4.42 -2.04 -0.03
68 H -2.76 -0.81 -1.35
69 O 3.83 0.39 7.21
70 C 5.00 0.42 7.12
71 O 5.84 0.48 8.19
72 C 7.18 0.36 7.70
73 C 7.03 0.82 6.27
74 F 7.92 0.18 5.46
75 O 5.71 0.41 5.95
76 H 7.50 -0.68 7.77
77 H 7.86 0.98 8.28
78 H 7.13 1.90 6.13
79 O -2.20 -5.65 -9.19
80 C -2.75 -5.45 -8.16
81 O -3.78 -4.60 -7.99
82 C -4.25 -4.76 -6.64
83 C -3.04 -5.31 -5.95
84 F -3.37 -6.15 -4.94
85 O -2.41 -6.06 -6.98
86 H -5.09 -5.45 -6.63
87 H -4.57 -3.81 -6.23
88 H -2.34 -4.56 -5.58
89 O -9.36 -4.56 5.24
90 C -8.23 -4.26 5.13
91 O -7.36 -4.84 4.27
92 C -6.12 -4.12 4.33
93 C -6.21 -3.48 5.70
94 F -5.59 -2.27 5.73
95 O -7.61 -3.28 5.86
96 H -6.09 -3.37 3.53
97 H -5.27 -4.78 4.23
98 H -5.84 -4.10 6.51
99 O 3.67 -8.70 -7.87
100 C 2.77 -7.99 -8.17
101 O 1.46 -8.33 -8.10
102 C 0.69 -7.17 -8.41
103 C 1.67 -6.35 -9.21
104 F 1.49 -5.01 -9.03
105 O 2.92 -6.72 -8.64
106 H 0.40 -6.67 -7.49
107 H -0.20 -7.42 -8.97
108 H 1.69 -6.57 -10.28
109 O -9.75 -1.00 -6.02
110 C -9.19 -1.77 -5.33
111 O -9.27 -1.79 -3.97
112 C -8.56 -2.94 -3.51
113 C -7.62 -3.22 -4.66
114 F -7.38 -4.55 -4.81
115 O -8.37 -2.76 -5.78
116 H -9.27 -3.76 -3.36
117 H -8.04 -2.74 -2.58
118 H -6.68 -2.68 -4.61
119 O 1.71 -5.58 -3.34
120 C 1.25 -4.58 -3.77
121 O 1.64 -3.33 -3.39
122 C 0.96 -2.39 -4.22
123 C -0.25 -3.19 -4.67
124 F -0.65 -2.83 -5.92
125 O 0.25 -4.51 -4.70
126 H 1.60 -2.11 -5.06
127 H 0.69 -1.50 -3.66
128 H -1.10 -3.14 -3.99
129 O 7.45 3.60 5.12
130 C 7.26 4.17 4.11
131 O 6.24 3.92 3.25
132 C 6.29 4.91 2.22
133 C 7.74 5.34 2.27
134 F 7.88 6.66 1.95
135 O 8.05 5.17 3.63
136 H 5.60 5.72 2.46
137 H 6.01 4.49 1.25
138 H 8.42 4.75 1.66

Results
LUMO = -0.56 eV
structure (SMILES) = CCOC[C@@H]1CC[C@@H](N=C=O)S(=O)(=O)O1.O=C1OC[C@@H](F)O1.O=C1OC[C@@H](F)O1.O=C1OC[C@@H](F)O1.O=C1OC[C@@H](F)O1.O=C1OC[C@@H](F)O1.O=C1OC[C@@H](F)O1.O=C1OC[C@@H](F)O1.O=C1OC[C@@H](F)O1.O=C1OC[C@@H](F)O1.O=C1OC[C@@H](F)O1.O=C1OC[C@@H](F)O1
net charge = 0



Below is a structure of composition C41H47F3N11Na, with properties calculated with ωB97M-V/def2-TZVPD.

Element x y z (Å)
1 Na 0.16 -0.50 -0.11
2 C -0.20 -1.09 4.60
3 N -0.80 -0.33 3.51
4 C -2.03 -0.88 2.98
5 C -0.15 0.67 2.86
6 N -0.54 1.01 1.67
7 C -0.02 2.12 0.92
8 C 0.45 3.38 1.67
9 C 0.24 4.54 0.76
10 C 0.14 4.20 -1.75
11 C 0.50 3.01 -2.19
12 C 0.00 1.90 -1.30
13 N -0.34 0.67 -1.97
14 C -0.77 0.63 -3.18
15 N -1.45 1.65 -3.82
16 C -2.52 2.35 -3.14
17 C -1.27 1.97 -5.21
18 N -0.54 -0.49 -3.94
19 C -1.60 -1.06 -4.76
20 C 0.44 -1.46 -3.48
21 N 0.92 1.29 3.53
22 C 0.77 1.81 4.87
23 C 2.27 1.02 3.10
24 H -0.32 -2.15 4.39
25 H -0.68 -0.86 5.56
26 H 0.86 -0.90 4.68
27 H -2.12 -1.91 3.30
28 H -2.02 -0.88 1.89
29 H -2.90 -0.32 3.32
30 H 0.29 3.44 2.73
31 H 0.04 5.51 1.18
32 H 0.43 5.15 -2.19
33 H 1.13 2.81 -3.05
34 H -2.67 1.92 -2.16
35 H -3.45 2.24 -3.71
36 H -2.30 3.42 -3.03
37 H -0.43 1.40 -5.61
38 H -1.06 3.03 -5.32
39 H -2.16 1.74 -5.81
40 H -2.40 -0.34 -4.90
41 H -2.02 -1.95 -4.28
42 H -1.21 -1.35 -5.74
43 H 1.27 -0.94 -3.01
44 H 0.81 -2.02 -4.34
45 H 0.02 -2.17 -2.77
46 H -0.29 1.86 5.14
47 H 1.19 2.82 4.92
48 H 1.28 1.20 5.63
49 H 2.26 0.58 2.10
50 H 2.77 0.31 3.77
51 H 2.86 1.94 3.06
52 C 5.66 -3.09 -1.51
53 C 4.30 -3.35 -1.57
54 C 3.39 -2.34 -1.30
55 C 3.85 -1.07 -0.99
56 C 5.21 -0.80 -0.92
57 C 6.11 -1.81 -1.19
58 N 2.83 -0.09 -0.70
59 N 3.26 1.07 -0.57
60 C 2.25 2.00 -0.17
61 C 2.61 3.20 0.29
62 C 1.66 4.05 1.05
63 C -0.61 4.12 -0.44
64 C -0.92 2.61 -0.25
65 N 0.92 1.59 -0.13
66 H 6.37 -3.88 -1.71
67 H 3.94 -4.35 -1.80
68 H 2.33 -2.54 -1.31
69 H 5.55 0.19 -0.66
70 H 7.18 -1.62 -1.13
71 H 3.66 3.46 0.30
72 H 2.18 4.75 1.70
73 H -1.51 4.73 -0.45
74 H -1.97 2.35 -0.21
75 F -7.37 -1.67 -1.50
76 C -6.80 -0.45 -1.53
77 F -6.92 0.01 -2.79
78 F -7.52 0.35 -0.74
79 C -5.35 -0.52 -1.12
80 C -4.85 0.27 -0.11
81 C -3.50 0.17 0.20
82 N -2.67 -0.64 -0.45
83 C -3.17 -1.41 -1.41
84 C -4.50 -1.39 -1.79
85 H -5.49 0.95 0.44
86 H -3.06 0.77 0.99
87 H -2.47 -2.08 -1.90
88 H -4.86 -2.03 -2.58
89 C -0.53 -3.40 0.38
90 C 0.34 -3.42 1.44
91 C 1.44 -2.49 1.60
92 C 2.31 -2.52 2.65
93 C 2.18 -3.46 3.68
94 C 1.13 -4.39 3.57
95 C 0.25 -4.38 2.52
96 C 3.07 -3.45 4.80
97 N 3.79 -3.44 5.70
98 H -1.33 -4.12 0.26
99 H -0.49 -2.57 -0.31
100 H 1.67 -1.78 0.80
101 H 3.13 -1.81 2.68
102 H 1.00 -5.14 4.35
103 H -0.54 -5.12 2.48

Results
LUMO = -0.41 eV
net charge = 0



Question: Which formula does entry 3 have?
Answer: C41H46F11NO38S